53
Properties=species:S:1:pos:R:3 method="wB97M-V/def2-TZVPD" total_charge=0 total_energy_ha=-1130.463540 gap_ev=8.42 spin_multiplicity=1 e_above_lowest_kj_mol=2033.9 fmax_ev_per_a=11.0 e_lumo_ev=0.0
N -0.36169 0.87258 0.32071
C -0.60493 -0.37970 -0.19583
C 0.38651 -1.40295 -0.44817
C 1.68630 -1.08219 -0.14112
C 2.00923 0.12999 0.45525
C 0.96320 1.07608 0.67538
H -1.61356 -0.56884 -0.53242
H 0.12303 -2.34513 -0.90562
H 2.47729 -1.77078 -0.39914
H 3.00839 0.40875 0.75586
H 1.25119 2.07422 0.97064
N -3.09565 -0.09820 -3.86515
C -3.48245 1.13718 -3.55284
C -3.15450 1.65941 -2.28139
C -2.51455 0.77478 -1.36932
C -2.17382 -0.53699 -1.64628
C -2.49461 -1.00111 -2.92290
H -3.91664 1.68233 -4.37788
H -3.20633 2.72211 -2.09595
H -2.25370 1.18014 -0.40286
H -1.71602 -1.18440 -0.91302
H -2.06905 -1.95037 -3.21308
N 3.24459 3.31282 1.96888
C 2.13588 2.49550 2.19574
C 1.87099 1.87420 3.42692
C 2.82904 1.92575 4.45645
C 3.94228 2.78842 4.27806
C 4.16783 3.38343 3.04734
H 1.39286 2.66807 1.43118
H 0.99001 1.27128 3.59057
H 2.67726 1.37784 5.37469
H 4.60776 2.93637 5.11570
H 4.90976 4.16596 2.98750
C -3.23400 -2.80821 2.46579
C -2.57099 -3.05943 1.08717
O -3.15374 -3.75900 0.21477
C -1.33818 -2.29617 0.79579
H -4.22349 -2.37025 2.33467
H -2.60337 -2.11394 3.02113
H -3.28854 -3.72536 3.05226
H -0.81541 -2.44726 1.74023
H -1.68385 -1.31436 0.47224
H -0.65104 -2.64256 0.02382
C 2.02019 -1.21801 -2.90191
C 0.62315 -0.66152 -2.89222
O -0.32776 -1.24735 -3.39457
C 0.57847 0.77659 -2.35903
H 2.33475 -1.67174 -1.96209
H 2.76664 -0.46436 -3.15277
H 2.00283 -1.98423 -3.67697
H 0.93911 0.78567 -1.33046
H -0.45393 1.12320 -2.31309
H 1.06324 1.50175 -3.01266